A 6-piece molecular cluster, C2H15NO4S overall at a distorted geometry. Source: the OMol25 dataset; level of theory: ωB97M-V/def2-TZVPD.

Results
**Total charge**: 0
**Total energy**: -22829.7773 eV
**LUMO energy**: -3.1 eV
**Spin multiplicity**: 1
**HOMO level**: -9.68 eV

CARTESIAN COORDINATES (ANGSTROEM)
C 0.2727 2.6816 -0.7130
C -0.8651 2.9966 0.2491
S 0.0733 1.4749 2.5266
N -0.2318 2.2894 -2.0337
H 0.9136 1.8865 -0.3335
H 0.9460 3.5384 -0.8137
H -1.8417 2.8979 -0.2162
H -0.7795 4.0043 0.6468
H -0.7928 2.3859 1.1761
H -1.1129 2.7298 -2.2679
H 0.4250 2.5348 -2.7622
H 0.6894 -3.0634 -3.1407
H 0.7164 -3.2925 -1.5663
O 0.3061 -2.7871 -2.3067
H -0.6413 -1.4668 0.4183
H -0.3504 -1.5091 1.9450
O -0.4470 -2.0673 1.1673
H -0.1615 -1.0271 -1.7574
H -0.5585 0.4507 -1.3904
O -0.4801 -0.4532 -1.0417
H 0.5095 -4.8284 0.1464
H 0.5061 -3.2938 0.5955
O 0.9363 -3.9740 0.0222

Löwdin population analysis, charges in e, atoms 1 to 5: number 1, C, carries -0.3204; number 2, C, carries -0.1035; number 3, S, carries 0.2537; number 4, N, carries -0.0234; number 5, H, carries 0.0843